Record 1
DFT (wB97M-V/def2-TZVPD) results for 5 unconnected molecules or ions with the total composition C31H34Br2N7O9 in a non-equilibrium geometry.

Geometry as XYZ:
```
83
Properties=species:S:1:pos:R:3:mulliken_charge:R:1
Br -5.921 1.423 -0.934 -0.1247
C -4.391 1.810 0.304 -0.5696
C -3.704 0.482 0.849 -0.5391
C -2.438 0.095 -0.080 -0.0562
N -1.193 -0.127 0.670 -0.2538
C -0.323 1.008 0.723 0.4568
N -0.602 2.286 0.212 0.1410
C 0.180 2.706 -0.952 -0.7533
C -0.348 1.861 -2.308 0.0541
C 0.451 0.456 -2.570 -0.5538
O 0.632 1.752 -3.410 -0.2755
N 0.816 0.781 1.387 -0.2607
Br 2.124 2.059 1.722 0.1035
H -3.697 2.469 -0.298 0.2859
H -4.793 2.475 1.128 0.2792
H -4.481 -0.335 0.720 0.3404
H -3.451 0.515 1.944 0.3494
H -2.730 -0.868 -0.607 0.4839
H -2.405 0.884 -0.880 -0.3773
H -0.693 -0.983 0.428 0.3654
H -1.586 2.548 0.204 0.0524
H -0.037 3.779 -1.221 0.4154
H 1.268 2.441 -0.932 0.2185
H -1.490 1.885 -2.553 0.3706
H 1.290 0.293 -1.850 0.2612
H -0.169 -0.324 -3.078 0.2921
H 1.011 -0.154 1.766 0.2586
C 1.889 1.921 -6.151 -0.4747
C 2.815 1.192 -5.414 -0.4139
C 3.623 0.258 -6.044 -0.2635
C 3.500 0.063 -7.415 0.0619
C 2.572 0.783 -8.161 -0.3724
C 1.763 1.716 -7.521 -0.4759
N 4.370 -0.908 -8.077 0.9837
O 5.150 -1.527 -7.375 -0.5844
O 4.267 -1.041 -9.281 -0.5950
H 1.262 2.654 -5.656 0.4097
H 2.908 1.355 -4.347 0.4829
H 4.341 -0.305 -5.460 0.4267
H 2.469 0.631 -9.228 0.4488
H 1.038 2.284 -8.091 0.3821
C 6.604 -5.169 -5.789 -0.4679
C 6.547 -3.837 -5.394 -0.3870
C 5.759 -3.465 -4.313 -0.2105
C 5.034 -4.437 -3.631 0.1055
C 5.079 -5.771 -4.024 -0.3379
C 5.868 -6.134 -5.109 -0.4165
N 4.221 -4.050 -2.477 1.0170
O 4.188 -2.868 -2.173 -0.6362
O 3.623 -4.928 -1.883 -0.6078
H 7.224 -5.456 -6.631 0.3742
H 7.120 -3.088 -5.927 0.3490
H 5.723 -2.425 -4.015 0.4020
H 4.512 -6.530 -3.500 0.4300
H 5.913 -7.170 -5.422 0.3797
C -4.120 3.262 6.524 -0.4539
C -5.059 3.803 5.652 -0.4973
C -4.678 4.192 4.374 -0.2992
C -3.353 4.029 3.979 0.0961
C -2.406 3.495 4.849 -0.4063
C -2.796 3.112 6.126 -0.5259
N -2.954 4.415 2.626 1.1113
O -3.803 4.895 1.899 -0.5832
O -1.792 4.230 2.295 -0.6489
H -4.422 2.955 7.520 0.4575
H -6.088 3.920 5.967 0.4004
H -5.416 4.613 3.703 0.4614
H -1.373 3.372 4.548 0.4737
H -2.070 2.693 6.812 0.4408
C -1.742 -3.495 6.216 -0.4166
C -1.027 -2.303 6.155 -0.5186
C -1.444 -1.203 6.893 -0.1893
C -2.577 -1.309 7.692 0.0835
C -3.302 -2.495 7.753 -0.3807
C -2.880 -3.589 7.009 -0.4455
N -3.006 -0.161 8.492 1.0130
O -2.360 0.870 8.402 -0.6024
O -3.980 -0.299 9.204 -0.5883
H -1.411 -4.354 5.642 0.3825
H -0.141 -2.234 5.534 0.3996
H -0.880 -0.280 6.839 0.4342
H -4.188 -2.580 8.371 0.4471
H -3.435 -4.519 7.051 0.3812
```

- Highest occupied orbital energy: -11.5 eV
- Charge: +1
- Total energy: -7409.41796 a.u.

=====

Record 2
DFT (wB97M-V/def2-TZVPD) results for a molecular structure, C20H22IrN6O3S in a non-equilibrium geometry.

Geometry as XYZ:
```
53
Properties=species:S:1:pos:R:3:mulliken_charge:R:1
Ir -0.752 -1.183 0.590 1.6956
C 4.216 -1.998 2.300 -0.9608
N 2.864 -1.490 2.609 0.0664
C 2.674 -0.909 3.954 -0.9639
C 1.909 -1.510 1.733 0.7993
O 0.751 -1.022 1.979 -0.9266
C 2.148 -2.129 0.369 -0.5479
O 0.887 -2.062 -0.322 -0.2928
C 0.848 -2.392 -1.722 -0.5939
C -0.530 -1.982 -2.207 0.7811
O -1.314 -1.409 -1.374 -0.9153
N -0.886 -2.218 -3.430 0.0516
C -2.226 -1.846 -3.930 -0.9912
C 0.033 -2.813 -4.422 -0.9830
H 4.175 -2.957 1.788 0.3952
H 4.744 -2.138 3.238 0.3712
H 4.769 -1.278 1.697 0.3652
H 2.767 -1.704 4.692 0.3786
H 1.700 -0.445 4.030 0.3085
H 3.455 -0.172 4.127 0.3944
H 2.462 -3.169 0.468 0.3461
H 2.906 -1.577 -0.190 0.4752
H 0.997 -3.465 -1.854 0.3595
H 1.635 -1.854 -2.254 0.4983
H -2.701 -1.150 -3.250 0.3466
H -2.832 -2.746 -4.022 0.3672
H -2.112 -1.389 -4.909 0.4025
H 0.637 -2.036 -4.891 0.3622
H -0.565 -3.297 -5.187 0.3913
H 0.682 -3.562 -3.972 0.3973
S -6.986 -1.183 4.512 0.2958
N -6.059 -2.409 4.049 -0.6072
C -5.077 -1.886 3.334 0.7588
C -3.979 -2.635 2.738 -0.1063
C -3.784 -4.018 2.805 -0.4554
C -2.664 -4.570 2.211 -0.8976
C -1.751 -3.755 1.548 -0.0423
N -1.947 -2.437 1.475 -0.5811
C -3.036 -1.880 2.063 0.0085
C -3.115 -0.465 1.948 0.6003
N -2.083 0.090 1.273 -0.2329
C -2.032 1.413 1.116 -0.0351
C -3.042 2.227 1.628 -0.8333
C -4.103 1.668 2.314 -0.4078
C -4.143 0.281 2.492 -0.1599
C -5.156 -0.473 3.215 0.7044
N -6.197 0.047 3.844 -0.6063
H -4.510 -4.634 3.324 0.6104
H -2.477 -5.633 2.254 0.4664
H -0.869 -4.157 1.069 0.5096
H -1.184 1.824 0.582 0.5630
H -2.973 3.296 1.481 0.4626
H -4.900 2.281 2.717 0.6077
```

- Highest occupied orbital energy: -17.1 eV
- Energy relative to the best compared isomer or geometry (same formula, charge and spin): 39.3 kJ/mol
- Charge: +3
- Total energy: -1831.18157 a.u.

=====

Record 3
DFT (wB97M-V/def2-TZVPD) results for 13 unconnected molecules or ions with the total composition C54H107N3O29P2 in a non-equilibrium geometry.

Geometry as XYZ:
```
195
Properties=species:S:1:pos:R:3:mulliken_charge:R:1
C -2.194 -0.323 -1.893 -1.3005
C -2.461 -0.456 -0.338 -0.1424
N -1.388 0.032 0.455 0.2492
C -0.917 -0.400 1.642 -0.2737
C 0.161 0.433 2.026 -0.4257
N 0.491 1.297 1.000 0.1872
C -0.532 1.044 0.075 -0.5219
C 1.691 2.137 0.933 -0.7444
H -2.084 0.730 -2.150 0.3885
H -3.121 -0.523 -2.431 0.3752
H -1.343 -0.829 -2.349 0.3565
H -2.620 -1.493 -0.040 0.3817
H -3.358 0.131 -0.141 0.2137
H -1.478 -1.183 2.132 0.4402
H 0.732 0.403 2.942 0.4394
H -0.632 1.519 -0.889 0.4030
H 1.399 3.156 1.187 0.3050
H 1.995 2.077 -0.112 0.3455
H 2.446 1.743 1.613 0.3204
N 6.684 7.758 0.118 1.0482
O 5.952 8.246 0.948 -0.6894
O 7.122 8.406 -0.773 -0.6658
O 6.994 6.593 0.297 -0.6930
C -0.052 11.880 -2.005 -0.6172
C 0.513 10.981 -1.070 -0.5330
C -0.280 10.416 -0.101 0.5310
C -1.622 10.735 -0.069 -0.4752
C -2.165 11.682 -0.948 -0.5175
C -1.385 12.248 -1.900 0.7061
O -2.033 13.026 -2.683 -0.4921
O 0.269 9.543 0.830 -0.5493
H 0.444 12.283 -2.876 0.2609
H 1.560 10.718 -1.066 0.3472
H -2.291 10.348 0.686 0.3703
H -3.219 11.914 -0.897 0.3858
H -1.407 13.409 -3.302 0.2843
H 1.221 9.666 0.836 0.2991
C -10.251 -5.716 0.577 -0.5362
C -9.144 -5.451 1.404 -0.4653
C -7.890 -5.841 0.916 0.8914
C -7.741 -6.514 -0.304 -0.7887
C -8.916 -6.722 -1.069 -0.3094
C -10.168 -6.495 -0.566 0.3692
O -11.267 -6.882 -1.282 -0.5377
O -6.855 -5.444 1.677 -0.5268
H -11.233 -5.342 0.825 0.3633
H -9.288 -4.930 2.339 0.2855
H -6.828 -6.886 -0.744 0.3792
H -8.799 -7.197 -2.032 0.2650
H -11.094 -7.489 -2.005 0.3097
H -7.137 -5.304 2.584 0.3006
C 10.327 4.173 5.563 -0.4888
C 10.354 5.562 5.653 -0.5940
C 11.463 6.085 6.311 0.8586
C 12.447 5.309 6.940 -0.8263
C 12.400 3.961 6.786 -0.2593
C 11.367 3.411 6.091 0.4382
O 11.328 2.055 5.861 -0.5150
O 11.524 7.458 6.361 -0.5324
H 9.405 3.794 5.149 0.3815
H 9.570 6.254 5.381 0.3211
H 13.344 5.662 7.426 0.3557
H 13.142 3.379 7.313 0.2820
H 11.869 1.611 6.519 0.2827
H 10.818 7.864 5.854 0.2959
C -3.160 -3.420 9.310 -0.7456
O -4.466 -3.055 9.726 -0.2803
P -5.677 -4.101 9.690 1.0176
O -5.938 -4.735 8.354 -0.6908
O -5.390 -5.147 10.932 -0.2965
C -6.048 -6.451 10.968 -0.6786
O -6.957 -3.213 10.186 -0.3093
C -6.860 -2.372 11.284 -0.5868
H -2.734 -3.075 8.368 0.2902
H -2.954 -4.491 9.298 0.2963
H -2.455 -3.145 10.095 0.3174
H -6.334 -6.647 12.001 0.2794
H -5.243 -7.169 10.813 0.2620
H -6.822 -6.719 10.249 0.3274
H -7.837 -1.957 11.531 0.2413
H -6.187 -1.557 11.018 0.2573
H -6.434 -2.908 12.131 0.2990
C -7.126 9.229 -4.259 -0.7064
O -7.346 8.620 -3.002 -0.2433
P -8.275 7.260 -2.844 1.0184
O -8.286 6.337 -4.052 -0.6738
O -7.711 6.631 -1.407 -0.2802
C -8.114 5.324 -0.958 -0.6420
O -9.760 7.839 -2.476 -0.3322
C -9.863 8.798 -1.446 -0.6737
H -7.641 10.172 -4.438 0.2811
H -7.267 8.564 -5.111 0.3293
H -6.078 9.526 -4.301 0.2471
H -7.262 4.921 -0.410 0.2006
H -8.379 4.742 -1.840 0.3452
H -8.946 5.363 -0.254 0.2538
H -10.503 8.403 -0.657 0.2828
H -10.329 9.714 -1.809 0.2768
H -8.918 9.034 -0.957 0.3158
C -1.022 5.021 -4.301 -0.7925
O 0.107 4.246 -4.707 -0.2840
C 1.269 4.896 -4.382 -0.4912
C 2.367 3.941 -4.887 -0.6663
O 2.192 2.682 -4.208 -0.2225
C 2.919 1.676 -4.862 -0.7990
H -1.199 5.086 -3.228 0.2834
H -1.914 4.588 -4.753 0.2565
H -0.950 6.024 -4.723 0.3421
H 1.508 4.979 -3.322 0.2955
H 1.355 5.891 -4.820 0.4219
H 3.382 4.250 -4.638 0.4382
H 2.316 3.924 -5.976 0.3645
H 2.363 1.220 -5.680 0.2916
H 3.056 0.881 -4.129 0.2240
H 3.943 1.914 -5.149 0.3408
C 4.400 2.210 7.875 -0.8165
O 4.306 0.850 8.297 -0.3011
C 5.532 0.215 8.261 -0.4420
C 5.480 -1.094 9.012 -0.5438
O 4.492 -1.963 8.606 -0.2934
C 4.756 -3.271 9.023 -0.7577
H 3.513 2.692 8.288 0.2874
H 4.125 2.236 6.821 0.2985
H 5.164 2.867 8.291 0.3343
H 6.369 0.778 8.675 0.3576
H 5.868 -0.079 7.267 0.2975
H 5.322 -0.829 10.057 0.3312
H 6.478 -1.523 8.926 0.3778
H 3.849 -3.830 8.797 0.2454
H 4.994 -3.290 10.087 0.3230
H 5.624 -3.724 8.544 0.3019
C 5.535 -8.749 2.823 -0.6829
O 4.816 -7.566 2.886 -0.3190
C 3.807 -7.443 1.893 -0.3967
C 3.077 -6.084 1.566 -0.5273
O 1.682 -6.113 1.298 -0.3229
C 1.354 -6.215 -0.059 -0.8075
H 4.909 -9.640 2.867 0.3087
H 6.278 -8.799 3.619 0.2440
H 6.033 -8.806 1.856 0.3059
H 2.941 -8.051 2.154 0.2953
H 4.220 -7.686 0.914 0.2621
H 3.641 -5.513 0.828 0.3272
H 3.206 -5.472 2.458 0.3430
H 0.294 -6.319 -0.292 0.2992
H 1.750 -7.007 -0.694 0.3223
H 1.760 -5.360 -0.599 0.3475
C 9.006 -0.939 0.019 -0.7192
O 9.026 -2.410 -0.003 -0.3316
C 9.480 -2.875 1.290 -0.4888
C 9.681 -4.391 1.240 -0.5596
O 10.737 -4.710 0.419 -0.3003
C 11.044 -6.104 0.522 -0.7512
H 8.263 -0.509 -0.653 0.2504
H 10.014 -0.623 -0.247 0.2757
H 8.780 -0.520 1.000 0.3109
H 8.821 -2.664 2.132 0.3760
H 10.469 -2.501 1.555 0.3155
H 8.772 -4.905 0.929 0.3575
H 9.799 -4.751 2.262 0.4013
H 11.160 -6.411 1.561 0.3111
H 12.004 -6.360 0.073 0.2686
H 10.291 -6.694 0.001 0.2846
C -5.757 -0.765 -10.362 -0.7177
O -5.651 -0.361 -11.752 -0.2950
C -5.870 1.008 -12.065 -0.5527
C -5.450 1.374 -13.537 -0.4907
O -4.159 0.716 -13.658 -0.2543
C -3.451 1.026 -14.803 -0.7270
H -5.625 -1.847 -10.356 0.2308
H -6.694 -0.499 -9.874 0.3025
H -5.042 -0.214 -9.751 0.3110
H -5.331 1.628 -11.348 0.3374
H -6.934 1.240 -12.015 0.3496
H -5.325 2.456 -13.501 0.3183
H -6.215 1.064 -14.249 0.3609
H -3.254 2.098 -14.812 0.2920
H -4.137 0.903 -15.641 0.3035
H -2.527 0.475 -14.978 0.2314
C -3.568 -9.742 -5.646 -0.5386
O -3.342 -10.045 -7.010 -0.3874
C -2.257 -9.448 -7.755 -0.5228
C -2.173 -7.895 -7.782 -0.5007
O -1.414 -7.472 -6.636 -0.3012
C -0.986 -6.095 -6.869 -0.7497
H -2.642 -9.986 -5.124 0.2666
H -4.404 -10.238 -5.152 0.2456
H -3.701 -8.661 -5.602 0.2120
H -2.485 -9.680 -8.795 0.2411
H -1.421 -10.058 -7.413 0.3640
H -3.160 -7.437 -7.724 0.3485
H -1.718 -7.571 -8.718 0.4701
H -1.783 -5.410 -7.158 0.2994
H -0.166 -6.140 -7.586 0.3051
H -0.510 -5.722 -5.962 0.2481
```

- Highest occupied orbital energy: -5.3 eV
- Total energy: -5150.11994 a.u.

=====

Record 4
DFT (wB97M-V/def2-TZVPD) results for a molecular structure, CaH8N4O16 in a non-equilibrium geometry.

Geometry as XYZ:
```
29
Properties=species:S:1:pos:R:3:mulliken_charge:R:1
Ca -0.184 0.308 -0.281 2.0604
N -2.734 -2.329 0.859 0.6706
O -3.791 -2.392 0.159 -0.6776
O -2.672 -2.859 1.959 -0.5908
O -1.763 -1.674 0.394 -0.3088
N 2.547 -2.192 -0.061 0.6795
O 3.660 -1.684 -0.210 -0.6018
O 2.418 -3.390 0.259 -0.6617
O 1.504 -1.500 -0.255 -0.5730
N 0.642 -0.157 3.168 0.6258
O 1.863 -0.217 3.313 -0.5948
O -0.139 -0.184 4.148 -0.6652
O 0.147 -0.026 2.015 -0.5032
N 3.147 1.710 -0.376 0.9006
O 1.884 1.850 -0.214 -0.5879
O 3.902 1.720 0.585 -0.6033
O 3.578 1.635 -1.544 -0.6923
O 0.005 1.859 -2.032 -0.4021
H -0.787 2.260 -2.402 0.1989
H 0.755 2.211 -2.525 0.2204
O -0.720 2.315 0.894 -0.4515
H -0.995 3.186 0.599 0.1952
H -1.232 2.121 1.691 0.2828
O -0.719 -1.098 -2.181 -0.5008
H -0.247 -1.923 -2.343 0.2893
H -1.615 -1.238 -2.496 0.2734
O -2.460 0.700 -0.971 -0.4889
H -2.998 0.120 -0.404 0.2899
H -2.997 0.867 -1.749 0.2167
```

- Highest occupied orbital energy: -2.2 eV
- Energy relative to the best compared isomer or geometry (same formula, charge and spin): 62.5 kJ/mol
- Charge: -2
- Total energy: -2105.03888 a.u.